Computed, not measured: a 6-piece molecular cluster, C30H60ClN7O10P overall at a distorted geometry, with ωB97M-V with the def2-TZVPD basis set.

Each line ends with the Löwdin charge.
Atoms and positions in Å:
C -4.132 2.514 -2.917  -0.064
C -3.029 1.335 -3.192  -0.319
O -3.754 0.304 -3.946  -0.107
C -2.557 0.672 -1.768  -0.199
N -1.111 0.916 -1.473  -0.117
C -0.707 0.400 -0.135  -0.185
C 0.645 -0.523 -0.187  -0.191
O 0.509 -1.887 0.172  -0.144
N -0.026 -2.799 -0.727  -0.382
C 0.831 -4.007 -0.547  -0.137
C 1.183 -5.074 -1.630  -0.182
C 0.140 -5.741 -2.592  -0.188
C 0.344 -5.504 -4.140  -0.055
C -0.562 -6.133 -5.232  -0.065
C -1.769 -7.045 -4.877  -0.047
C -1.982 -7.306 -3.339  -0.046
C -1.039 -6.688 -2.244  -0.031
C -1.446 -2.913 -0.151  -0.036
C -2.199 -4.274 -0.310  -0.342
O -2.027 -5.207 0.536  0.031
O -3.202 -4.559 -1.291  0.043
P -0.305 -2.138 -2.398  0.845
O -1.470 -3.112 -3.236  -0.287
Cl 1.504 -2.241 -3.548  0.306
H -4.188 3.097 -3.914  0.087
H -3.714 3.212 -2.112  0.079
H -5.172 2.109 -2.698  0.070
H -2.126 1.715 -3.786  0.148
H -4.359 -0.182 -3.344  0.071
H -3.173 1.088 -0.882  0.118
H -2.837 -0.439 -1.848  0.085
H -0.846 1.898 -1.619  0.116
H -0.546 1.335 0.531  0.134
H -1.591 -0.157 0.346  0.112
H 1.317 -0.247 -1.090  0.126
H 1.257 -0.046 0.683  0.138
H 0.447 -4.563 0.399  0.154
H 1.867 -3.625 -0.180  0.170
H 1.667 -5.964 -1.055  0.151
H 2.071 -4.699 -2.272  0.099
H 1.209 -4.853 -4.532  0.066
H -0.315 -5.926 -6.339  0.098
H -2.426 -7.494 -5.692  0.093
H -2.862 -7.978 -3.062  0.089
H -1.234 -6.948 -1.155  0.089
H -2.067 -2.086 -0.678  0.107
H -1.471 -2.615 0.965  0.188
H -3.721 -5.342 -0.967  0.130
H -2.377 -2.796 -2.982  0.069
C 2.920 3.195 0.067  -0.336
O 2.903 2.029 -0.296  -0.014
N 2.888 3.616 1.361  -0.193
C 2.911 5.022 1.713  -0.049
C 2.830 2.629 2.420  -0.041
H 2.963 4.024 -0.657  0.133
H 3.790 5.218 2.333  0.078
H 2.005 5.263 2.276  0.090
H 2.955 5.649 0.821  0.089
H 3.705 1.978 2.352  0.098
H 1.930 2.020 2.295  0.076
H 2.810 3.115 3.397  0.091
C -6.469 -6.430 1.454  -0.335
O -6.045 -6.042 0.377  -0.006
N -5.716 -6.609 2.575  -0.202
C -6.287 -7.073 3.824  -0.054
C -4.298 -6.324 2.512  -0.053
H -7.533 -6.673 1.603  0.135
H -6.118 -6.319 4.596  0.091
H -5.800 -8.008 4.113  0.093
H -7.360 -7.246 3.723  0.087
H -4.157 -5.278 2.229  0.079
H -3.841 -6.958 1.749  0.090
H -3.823 -6.510 3.476  0.094
C -6.113 -0.570 -0.404  -0.322
O -5.790 0.226 -1.271  -0.003
N -6.482 -0.242 0.866  -0.200
C -6.853 -1.246 1.842  -0.055
C -6.503 1.156 1.252  -0.037
H -6.132 -1.655 -0.593  0.136
H -7.878 -1.060 2.172  0.095
H -6.176 -1.179 2.697  0.089
H -6.792 -2.249 1.415  0.082
H -7.196 1.697 0.603  0.099
H -5.503 1.578 1.125  0.089
H -6.816 1.261 2.292  0.091
C 6.582 6.713 2.731  -0.337
O 6.565 5.547 2.367  -0.015
N 6.551 7.132 4.030  -0.198
C 6.575 8.536 4.384  -0.056
C 6.492 6.142 5.087  -0.051
H 6.626 7.542 2.009  0.098
H 7.453 8.732 5.004  0.090
H 5.669 8.777 4.947  0.087
H 6.619 9.163 3.492  0.090
H 7.366 5.490 5.017  0.092
H 5.592 5.535 4.960  0.082
H 6.473 6.626 6.065  0.086
C 7.925 7.573 -0.678  -0.305
O 7.716 7.801 0.504  -0.014
N 7.835 6.353 -1.277  -0.194
C 8.102 6.171 -2.689  -0.061
C 7.461 5.201 -0.480  -0.043
H 8.216 8.375 -1.375  0.133
H 7.207 5.771 -3.172  0.089
H 8.928 5.465 -2.807  0.091
H 8.371 7.118 -3.162  0.084
H 6.478 5.374 -0.038  0.077
H 8.187 5.070 0.325  0.095
H 7.432 4.301 -1.098  0.088

Output
E_LUMO = -3.00 eV
Total charge = +1



Computed, not measured: a 12-piece molecular cluster, C30H60F17NO12S overall at a distorted geometry, with ωB97M-V with the def2-TZVPD basis set.

Each line ends with the Löwdin charge.
Atoms and positions in Å:
C 1.072 1.093 2.612  -0.017
C 0.565 0.202 1.461  -0.257
C -0.730 0.286 1.071  -0.048
C -1.167 -0.535 0.060  -0.060
C -0.377 -1.425 -0.561  -0.238
C -0.832 -2.361 -1.649  -0.148
N -2.024 -3.163 -1.329  0.026
C -1.878 -3.927 -0.104  -0.226
C -0.691 -4.914 -0.218  -0.147
O -0.591 -5.868 0.835  -0.195
C -0.188 -5.234 2.033  -0.600
S 0.287 -6.430 3.311  0.768
C -3.147 -4.684 0.262  -0.387
F -3.124 -5.130 1.534  0.141
F -3.242 -5.790 -0.527  0.134
C -4.506 -3.955 0.076  -0.344
F -5.453 -4.859 0.439  0.138
F -4.774 -3.666 -1.205  0.160
C -4.739 -2.721 0.982  -0.326
F -3.657 -1.931 1.108  0.156
F -5.012 -3.194 2.214  0.159
C -5.963 -1.828 0.576  -0.328
F -6.463 -1.311 1.712  0.165
F -6.946 -2.567 0.047  0.170
C -5.641 -0.668 -0.434  -0.328
F -4.608 -0.933 -1.245  0.171
F -6.731 -0.534 -1.217  0.147
C -5.450 0.716 0.239  -0.342
F -4.642 0.625 1.313  0.163
F -6.641 1.177 0.661  0.170
C -4.861 1.814 -0.686  -0.328
F -3.540 1.662 -0.882  0.144
F -5.424 1.837 -1.912  0.152
C -5.068 3.257 -0.121  -0.536
F -6.309 3.687 -0.338  0.188
F -4.782 3.327 1.183  0.184
F -4.234 4.079 -0.770  0.177
C 0.942 -1.502 -0.166  -0.047
C 1.401 -0.696 0.822  -0.035
H 0.928 0.630 3.585  0.079
H 2.145 1.212 2.481  0.062
H 0.584 2.061 2.550  0.074
H -1.422 0.967 1.542  0.120
H -2.208 -0.487 -0.237  0.097
H -1.098 -1.748 -2.514  0.130
H 0.021 -2.955 -1.985  0.112
H -2.125 -3.828 -2.089  0.128
H -1.628 -3.292 0.744  0.147
H 0.249 -4.356 -0.236  0.106
H -0.726 -5.454 -1.163  0.145
H 0.658 -4.562 1.869  0.076
H -0.984 -4.619 2.449  0.075
H -0.514 -6.040 4.315  -0.144
H 1.619 -2.194 -0.648  0.104
H 2.449 -0.779 1.081  0.115
C 5.185 1.547 1.223  -0.151
O 5.190 0.551 2.246  -0.132
H 4.447 1.267 0.474  0.075
H 4.912 2.517 1.647  0.063
H 6.170 1.611 0.761  0.062
H 5.844 0.815 2.898  0.067
C 3.215 -5.243 0.361  -0.151
O 2.453 -6.390 0.000  -0.116
H 4.228 -5.381 -0.008  0.080
H 2.793 -4.338 -0.090  0.059
H 3.245 -5.125 1.448  0.079
H 1.561 -6.258 0.341  0.029
C -0.870 3.181 -1.208  -0.141
O 0.206 2.250 -1.305  -0.115
H -1.673 2.734 -0.641  0.044
H -0.533 4.087 -0.694  0.073
H -1.233 3.436 -2.208  0.085
H 0.897 2.691 -1.805  0.075
C 8.936 3.779 0.410  -0.152
O 7.557 3.681 0.771  -0.136
H 9.035 3.462 -0.624  0.074
H 9.284 4.810 0.503  0.073
H 9.544 3.129 1.043  0.079
H 7.480 3.962 1.685  0.057
C 11.803 5.162 -1.948  -0.147
O 11.824 4.177 -0.914  -0.140
H 11.047 4.883 -2.678  0.082
H 11.556 6.139 -1.526  0.077
H 12.778 5.207 -2.438  0.074
H 12.498 4.443 -0.284  0.080
C 12.737 1.868 -3.624  -0.159
O 11.372 1.783 -3.237  -0.129
H 12.831 1.547 -4.658  0.078
H 13.087 2.900 -3.539  0.062
H 13.344 1.216 -2.989  0.079
H 11.320 2.074 -2.321  0.053
C -6.458 -7.585 2.787  -0.162
O -5.335 -8.457 2.716  -0.123
H -7.218 -8.063 3.400  0.075
H -6.175 -6.634 3.246  0.073
H -6.865 -7.404 1.789  0.073
H -4.667 -8.028 2.173  0.065
C -7.212 0.867 -3.953  -0.170
O -8.190 1.178 -4.935  -0.120
H -6.389 1.566 -4.060  0.071
H -7.639 0.964 -2.954  0.054
H -6.838 -0.152 -4.094  0.083
H -8.914 0.554 -4.821  0.052
C 0.501 7.197 0.158  -0.163
O 1.577 6.266 0.064  -0.134
H -0.304 6.736 0.725  0.075
H 0.822 8.107 0.671  0.075
H 0.137 7.450 -0.841  0.076
H 2.275 6.689 -0.442  0.070
C -10.784 0.516 -1.917  -0.147
O -10.881 0.371 -3.332  -0.126
H -10.064 1.304 -1.710  0.075
H -11.751 0.795 -1.492  0.077
H -10.438 -0.414 -1.457  0.076
H -11.518 -0.325 -3.510  0.077
C 4.804 5.137 3.313  -0.154
O 4.809 4.143 4.335  -0.126
H 4.069 4.857 2.563  0.076
H 4.539 6.111 3.732  0.078
H 5.793 5.194 2.847  0.062
H 5.461 4.401 4.990  0.070

Output
SMILES = Cc1ccc(CN[C@H](COCS)C(F)(F)C(F)(F)C(F)(F)C(F)(F)C(F)(F)C(F)(F)C(F)(F)C(F)(F)F)cc1.CO.CO.CO.CO.CO.CO.CO.CO.CO.CO.CO
E_LUMO = 0.28 eV



Computed, not measured: a 10-piece molecular cluster, C30H60O30 overall at a distorted geometry, with ωB97M-V with the def2-TZVPD basis set.

Each line ends with the Löwdin spin population.
Atoms and positions in Å:
C 0.830 1.789 1.316  0.002
O 1.239 3.064 1.762  0.002
C 0.288 3.932 2.072  0.000
O -0.898 3.786 1.785  0.000
O 0.827 4.960 2.604  0.000
C 0.038 6.069 2.985  0.000
H 0.115 1.713 0.497  0.000
H 0.534 1.236 2.208  0.001
H 1.707 1.264 0.939  0.000
H -0.735 5.717 3.668  0.000
H -0.517 6.433 2.120  0.000
H 0.650 6.858 3.422  0.000
C -1.037 -3.321 -5.426  0.000
O 0.350 -2.955 -5.382  0.000
C 0.652 -1.654 -5.066  0.000
O -0.149 -0.828 -4.690  0.000
O 1.918 -1.449 -5.020  0.000
C 2.885 -2.310 -5.657  0.000
H -1.235 -4.386 -5.309  0.000
H -1.262 -3.047 -6.457  0.000
H -1.811 -2.732 -4.934  0.000
H 3.773 -1.761 -5.971  0.000
H 2.478 -2.842 -6.517  0.000
H 3.235 -3.109 -5.003  0.000
C 3.033 3.498 -4.461  0.000
O 1.634 3.260 -4.273  0.000
C 1.161 2.911 -3.086  0.000
O 1.818 2.708 -2.087  0.000
O -0.146 2.831 -3.155  0.000
C -0.904 2.504 -1.989  0.000
H 3.713 3.173 -3.674  0.000
H 3.275 4.531 -4.709  0.000
H 3.352 2.916 -5.326  0.000
H -0.647 3.210 -1.200  0.000
H -0.773 1.500 -1.585  0.000
H -1.951 2.548 -2.290  0.000
C -2.970 0.660 -5.563  0.000
O -4.079 -0.028 -6.076  0.000
C -4.693 0.358 -7.181  0.000
O -4.477 1.384 -7.830  0.000
O -5.716 -0.488 -7.438  0.000
C -6.481 -0.245 -8.666  0.000
H -2.114 0.005 -5.399  0.000
H -3.122 0.906 -4.512  0.000
H -2.626 1.539 -6.107  0.000
H -7.030 -1.138 -8.965  0.000
H -5.863 -0.018 -9.534  0.000
H -7.145 0.574 -8.387  0.000
C 2.801 -0.569 -1.723  0.000
O 3.769 -1.607 -1.397  0.000
C 4.179 -1.768 -0.164  0.000
O 3.712 -1.277 0.895  0.000
O 5.268 -2.656 -0.153  0.000
C 6.069 -2.785 0.975  0.000
H 2.030 -0.578 -0.953  0.000
H 2.378 -0.853 -2.687  0.000
H 3.325 0.384 -1.795  0.000
H 6.018 -3.805 1.354  0.000
H 5.866 -2.156 1.841  0.000
H 7.054 -2.533 0.583  0.000
C 0.186 2.857 8.948  0.000
O 0.769 1.955 8.012  0.000
C 0.025 0.939 7.483  0.000
O -1.164 0.697 7.705  0.000
O 0.797 0.307 6.639  0.000
C 0.335 -0.918 5.979  0.000
H 0.936 3.635 9.093  0.000
H 0.101 2.511 9.978  0.000
H -0.816 3.228 8.729  0.000
H -0.744 -0.974 5.838  0.000
H 0.736 -1.820 6.440  0.000
H 0.778 -0.955 4.984  0.000
C 7.337 2.772 5.680  0.000
O 6.333 2.106 4.846  0.000
C 5.069 1.990 5.306  0.000
O 4.678 2.198 6.472  0.000
O 4.352 1.507 4.297  0.000
C 2.963 1.322 4.322  0.000
H 6.949 3.612 6.256  0.000
H 8.113 3.192 5.040  0.000
H 7.856 2.021 6.276  0.000
H 2.703 0.640 3.513  0.000
H 2.488 2.303 4.288  0.000
H 2.601 0.950 5.280  0.000
C -2.257 -1.190 -1.996  0.001
O -1.504 -2.052 -1.158  0.085
C -1.195 -1.585 0.064  0.014
O -1.832 -0.661 0.616  0.589
O -0.005 -2.113 0.526  0.092
C 0.566 -1.809 1.822  0.002
H -3.302 -1.091 -1.702  0.000
H -2.169 -1.578 -3.011  0.001
H -1.875 -0.172 -2.065  0.001
H 1.436 -2.453 1.946  0.002
H -0.184 -1.989 2.592  0.001
H 0.942 -0.791 1.926  0.001
C -2.102 -7.016 2.123  0.000
O -1.234 -6.785 3.152  0.000
C -0.455 -5.709 3.159  0.000
O -0.403 -4.819 2.267  0.000
O 0.298 -5.704 4.209  0.000
C 1.025 -4.544 4.518  0.000
H -2.770 -7.856 2.310  0.000
H -1.561 -7.206 1.195  0.000
H -2.777 -6.163 2.053  0.000
H 1.572 -4.761 5.435  0.000
H 0.416 -3.706 4.857  0.000
H 1.755 -4.262 3.759  0.000
C -6.953 1.748 -3.972  0.001
O -6.787 1.187 -2.620  0.003
C -5.604 1.232 -2.020  0.000
O -4.542 1.612 -2.512  0.016
O -5.867 0.852 -0.722  0.088
C -4.870 0.719 0.197  0.055
H -6.024 2.170 -4.356  0.000
H -7.713 2.529 -3.957  0.000
H -7.231 0.962 -4.673  0.000
H -3.918 1.187 -0.057  -0.001
H -4.647 -0.347 0.220  0.029
H -5.198 0.768 1.236  0.012

Output
Energy relative to the best compared isomer or geometry (same formula, charge and spin) = 0.000 eV
E_LUMO (alpha / beta) = -2.97 / -9.59 eV
Total charge = +1
Multiplicity = 2